Record 1
Formula: C14H36O14PbS4
Source: the Open Molecules 2025 dataset
Level of theory: the ωB97M-V functional and the def2-TZVPD basis

Results
Relative energy (zero: lowest compared OMol25 entry of this formula, charge and spin), kcal per mole: 0.0
LUMO level, Eh: 0.007
HOMO-LUMO gap, eV: 8.34
Calculated total energy, hartree: -3393.87366
Spin multiplicity: 1
Total charge: 0

```
69
Properties=species:S:1:pos:R:3:nbo_charge:R:1
Pb 1.2662 1.6063 -0.3559 1.506
O 1.5600 -0.5039 -0.9222 -0.982
C 0.8082 -1.4277 -0.2127 -0.071
C -0.3780 -0.8647 0.6284 -0.070
O -0.3073 0.4501 1.0589 -0.950
H 1.4436 -2.0111 0.4792 0.113
H 0.4114 -2.2306 -0.8549 0.139
H -0.7142 -1.6016 1.3698 0.149
H -1.1670 -0.7934 -0.1586 0.098
O 1.7430 4.2177 3.8197 -0.897
S 1.4892 2.9209 3.3049 2.409
O 1.7753 2.5320 1.9504 -0.988
O 2.2538 1.9084 4.2803 -0.717
C 1.8965 0.4938 4.1913 -0.098
C 3.1465 -0.2457 4.6207 -0.644
C -0.2141 2.4330 3.6713 -0.895
H 1.6333 0.2319 3.1654 0.221
H 1.1462 0.3385 4.9644 0.194
H 3.6411 0.3302 5.4122 0.232
H 3.9552 -0.4236 3.9120 0.218
H 2.9716 -1.1874 5.1500 0.220
H -0.2532 2.4802 4.7619 0.237
H -0.3845 1.4205 3.3198 0.282
H -0.9449 3.1642 3.3382 0.257
O 4.0177 1.0905 0.4708 -0.953
S 5.1351 0.2590 0.1456 2.415
O 6.4642 0.7307 0.3209 -0.916
O 5.0957 -1.1929 0.8002 -0.717
C 3.8621 -1.7123 1.3487 -0.087
C 4.1320 -2.8827 2.2707 -0.628
C 5.0182 -0.2376 -1.5516 -0.913
H 3.3974 -2.1227 0.4425 0.190
H 3.1078 -1.0059 1.6988 0.207
H 4.9230 -3.4241 1.7483 0.223
H 3.2340 -3.4829 2.3852 0.226
H 4.4874 -2.5618 3.2498 0.210
H 5.9064 -0.7973 -1.8313 0.251
H 4.8238 0.6008 -2.2156 0.246
H 4.1847 -0.9299 -1.6991 0.261
O -0.5443 1.3775 -2.2962 -0.986
S -1.5403 0.8191 -3.1658 2.414
O -2.9175 1.0687 -2.9001 -0.924
O -1.2031 1.2932 -4.6506 -0.710
C -1.1139 2.7029 -4.8591 -0.094
C -0.5480 2.9884 -6.2543 -0.626
C -1.2668 -0.8963 -3.3212 -0.902
H -0.2847 3.0573 -4.2408 0.192
H -2.0061 3.2841 -4.6467 0.202
H -0.9233 3.9115 -6.6874 0.225
H -0.8107 2.1788 -6.9423 0.222
H 0.5403 2.9873 -6.2473 0.212
H -0.1915 -1.0444 -3.1993 0.275
H -1.6690 -1.2441 -4.2653 0.264
H -1.7037 -1.3471 -2.4311 0.264
O -5.7985 -3.4619 1.3630 -0.911
S -5.3861 -2.5265 0.3797 2.364
O -5.7498 -2.6859 -0.9965 -0.955
O -5.9046 -1.0460 0.8193 -0.732
C -6.4858 -0.1811 -0.1766 -0.066
C -5.4918 0.4888 -1.1196 -0.648
C -3.5993 -2.1728 0.4890 -0.862
H -7.0447 0.5053 0.4615 0.190
H -7.2080 -0.7629 -0.7510 0.195
H -4.6416 0.9522 -0.6287 0.222
H -6.0372 1.1212 -1.8141 0.226
H -5.1282 -0.3756 -1.6832 0.221
H -3.3111 -2.3024 1.5226 0.258
H -3.4751 -1.2956 -0.1347 0.255
H -3.1230 -2.9625 -0.1013 0.236
```


Record 2
Formula: C14H37BN3O4
Source: the Open Molecules 2025 dataset
Level of theory: the ωB97M-V functional and the def2-TZVPD basis

Results
LUMO level, Eh: 0.097
HOMO-LUMO gap, eV: 6.10
Calculated total energy, hartree: -1045.59428
Spin multiplicity: 1
Total charge: -1

```
59
Properties=species:S:1:pos:R:3:nbo_charge:R:1
C 0.1385 1.0940 1.5590 -0.656
C -0.6770 1.9087 0.3781 -0.438
C -1.9311 2.8164 0.9186 -0.411
C -3.3294 1.9969 1.1640 -0.236
N -3.6565 0.9578 0.1100 -0.653
C -3.9393 -0.3473 0.8476 0.217
C -2.6460 -1.2163 1.4257 -0.134
O -1.9816 -1.6356 0.1713 -0.760
B -3.1618 -2.1284 -0.6237 0.436
O -4.3725 -1.3563 -0.1754 -0.764
H 0.1435 -0.0522 1.2259 0.238
H -0.3693 1.1419 2.6130 0.199
H 1.2562 1.4548 1.7010 0.197
H 0.1146 2.6696 -0.0891 0.213
H -0.9690 1.1812 -0.5060 0.254
H -2.1279 3.7023 0.1464 0.194
H -1.5654 3.3377 1.9157 0.191
H -3.3623 1.4557 2.2238 0.184
H -4.2352 2.7731 1.1574 0.171
H -4.5789 1.2206 -0.3486 0.364
H -4.8623 -0.3690 1.5732 0.144
H -2.1340 -0.4244 2.1182 0.162
H -2.8465 -2.2467 1.9453 0.192
H -3.0581 -1.7133 -1.7433 -0.146
H -3.2308 -3.3187 -0.5283 -0.159
C 1.3550 -4.0397 4.3977 -0.612
C 0.7825 -3.5923 3.0550 -0.083
C 1.8482 -3.4656 1.9418 -0.081
O 2.6557 -2.2877 2.0316 -0.545
C 3.7445 -2.3919 2.9363 -0.246
N 0.0505 -2.3310 3.2459 -0.833
H 1.8983 -3.2426 4.9127 0.196
H 0.5470 -4.3572 5.0689 0.215
H 2.0338 -4.8905 4.2707 0.192
H 0.0663 -4.3603 2.7383 0.195
H 1.3231 -3.3879 0.9817 0.206
H 2.4753 -4.3634 1.8801 0.152
H 4.1708 -3.3992 2.9589 0.163
H 3.4303 -2.0856 3.9358 0.163
H 4.5211 -1.6956 2.6110 0.182
H -0.4072 -2.0841 2.3666 0.384
H 0.7459 -1.5908 3.3701 0.351
C 1.6946 1.1531 -3.1573 -0.617
C 0.5965 2.0926 -3.6497 -0.088
C 0.7553 2.5031 -5.1320 -0.075
O 1.7595 3.4961 -5.3632 -0.555
C 3.0794 2.9829 -5.4584 -0.247
N 0.5447 3.2684 -2.7677 -0.815
H 2.6447 1.6664 -2.9852 0.192
H 1.4042 0.6959 -2.2029 0.239
H 1.8677 0.3425 -3.8739 0.201
H -0.3540 1.5528 -3.5584 0.210
H -0.1879 2.9596 -5.4568 0.182
H 0.9154 1.6305 -5.7770 0.163
H 3.1086 1.9970 -5.9317 0.169
H 3.5385 2.9472 -4.4687 0.168
H 3.6674 3.6751 -6.0657 0.180
H -0.2495 3.8482 -3.0447 0.350
H 1.3558 3.8515 -2.9893 0.348
```


Record 3
Formula: C14H37F8N5O9PS2
Source: the Open Molecules 2025 dataset
Level of theory: the ωB97M-V functional and the def2-TZVPD basis

Results
Relative energy (zero: lowest compared OMol25 entry of this formula, charge and spin), kcal per mole: 237.9
LUMO level, Eh: -0.172
HOMO-LUMO gap, eV: 2.72
Calculated total energy, hartree: -3442.68653
Spin multiplicity: 1
Total charge: +1

```
76
Properties=species:S:1:pos:R:3:mulliken_charge:R:1
C -1.8039 0.8324 0.1461 -0.862
C -0.7260 1.9078 -0.1513 -0.248
O 0.2882 1.4873 -1.0594 -0.967
H -1.3705 0.0631 0.7852 0.209
H -2.2958 0.3247 -0.6836 0.285
H -2.5324 1.2779 0.8235 0.274
H -0.2000 2.1826 0.7630 0.160
H -1.2404 2.7981 -0.5130 0.186
C -5.0197 -0.3343 4.7381 -1.107
C -5.9131 -1.4224 4.0354 0.571
O -6.7741 -1.1842 3.2467 -0.384
N -5.7258 -2.8488 4.5621 -0.092
H -4.9393 -2.8633 5.1956 0.306
H -6.4664 -3.1908 5.1576 0.370
C -5.3649 -3.8615 3.4736 -0.860
H -5.2938 -0.1975 5.7842 0.370
H -5.3136 0.6450 4.3605 0.350
H -3.9358 -0.3484 4.6235 0.377
H -5.3525 -4.8949 3.8201 0.351
H -4.3609 -3.5975 3.1415 0.356
H -5.9205 -3.7832 2.5391 0.388
C 0.2011 7.7691 -6.0027 -0.926
C 0.6720 6.8248 -4.9206 0.523
O 0.8117 7.0641 -3.7032 -0.432
N 0.9999 5.3567 -5.3397 -0.220
H 0.9114 4.8225 -4.4872 0.376
H 0.2585 4.9870 -5.9174 0.391
C 2.4778 5.1946 -6.0135 -0.724
H -0.7397 7.2563 -6.2030 0.319
H 0.8805 7.6501 -6.8467 0.324
H 0.0452 8.8242 -5.7779 0.330
H 2.6874 5.6506 -6.9810 0.334
H 2.5946 4.1152 -6.1110 0.348
H 3.1598 5.6631 -5.3040 0.349
C 7.9010 3.2475 0.5762 -1.039
C 6.4834 3.2352 -0.0613 0.546
O 6.2548 3.0834 -1.3012 -0.438
N 5.3790 3.2443 0.9843 -0.122
H 4.6031 2.8571 0.4665 0.358
H 5.5908 2.7149 1.8179 0.393
C 5.1276 4.6450 1.6182 -0.799
H 8.0701 2.5206 1.3706 0.383
H 8.1560 4.2544 0.9066 0.328
H 8.6039 2.8364 -0.1485 0.322
H 4.5405 5.1791 0.8712 0.338
H 6.0495 5.1309 1.9380 0.350
H 4.5657 4.5139 2.5430 0.367
C 2.5613 -2.4725 -4.5879 -1.051
C 2.0568 -3.5963 -3.6363 0.533
O 2.3086 -4.7181 -3.9535 -0.357
N 1.3160 -3.2104 -2.3194 -0.183
H 1.8181 -2.3725 -2.0628 0.369
H 0.3395 -3.0157 -2.4888 0.382
C 1.4752 -4.4292 -1.3100 -0.794
H 3.2069 -2.7899 -5.4068 0.353
H 3.0202 -1.6479 -4.0425 0.327
H 1.7376 -2.2146 -5.2537 0.333
H 2.5003 -4.6259 -0.9959 0.324
H 0.9876 -5.2575 -1.8240 0.393
H 0.7984 -4.2165 -0.4825 0.361
P -4.2287 -5.1179 -3.4988 1.137
F -4.8269 -5.0510 -4.9202 -0.303
F -5.1268 -6.4585 -3.2863 -0.356
F -2.8963 -5.8224 -4.2794 -0.402
F -3.5246 -5.4739 -2.0228 -0.389
F -3.3676 -3.7812 -3.6307 -0.343
F -5.3079 -4.2440 -2.6816 -0.343
N -2.2423 -3.8507 7.7270 -0.342
S -1.6222 -2.7886 8.6069 1.113
O -0.9004 -1.7316 7.8806 -0.586
O -1.2160 -3.1125 9.9721 -0.608
F -2.9407 -1.9130 8.9080 -0.314
S -0.7451 -4.1891 6.9442 1.119
O 0.4875 -4.2767 7.7088 -0.539
O -0.7086 -3.5378 5.6225 -0.587
F -0.9840 -5.7177 6.5509 -0.253
```